(P)
The following is a quantum chemistry calculation of one molecule with the formula C20H22N2O3, from the OMol25 dataset.

Geometry as XYZ:
```
47
Properties=species:S:1:pos:R:3:lowdin_charge:R:1
O 4.717 -1.746 -1.715 0.07
O 1.408 -2.053 -0.578 0.11
O -4.719 -1.250 0.722 -0.05
N 1.361 0.203 -0.736 0.02
N 3.658 -0.330 -0.280 -0.04
C -2.938 -0.286 -0.652 0.00
C -6.066 -1.257 -1.320 -0.06
C -2.518 -1.932 1.048 0.01
C -0.358 2.754 1.315 -0.07
C -0.682 -1.008 -0.202 -0.17
C 5.325 -1.642 0.656 -0.08
C -1.582 -0.226 -0.915 -0.02
C -5.734 -0.576 0.004 -0.25
C 3.738 0.108 1.094 -0.13
C 0.209 1.555 0.929 -0.03
C 0.784 2.518 -1.195 -0.03
C -1.172 -1.881 0.768 -0.01
C -0.350 3.841 0.457 -0.09
C 4.549 -1.299 -0.606 -0.47
C -3.422 -1.131 0.344 -0.26
C 0.779 1.423 -0.335 -0.25
C 0.225 3.718 -0.797 -0.08
C 2.728 0.213 -1.228 -0.08
C 4.490 -1.036 1.782 -0.15
C 0.775 -1.021 -0.502 -0.39
H -6.603 -0.614 0.668 0.12
H -0.800 2.842 2.297 0.11
H -0.789 4.778 0.763 0.10
H 0.205 0.712 1.605 0.12
H -5.466 0.476 -0.151 0.12
H 4.293 1.056 1.156 0.13
H -6.885 -0.733 -1.806 0.08
H 5.092 -0.687 2.619 0.11
H 2.990 1.249 -1.473 0.14
H -3.603 0.334 -1.232 0.11
H -5.204 -1.260 -1.983 0.07
H -6.363 -2.287 -1.140 0.08
H 6.312 -1.180 0.584 0.12
H 0.231 4.559 -1.474 0.10
H 2.743 0.266 1.514 0.11
H -0.478 -2.514 1.299 0.12
H 5.459 -2.718 0.742 0.12
H 1.208 2.422 -2.184 0.12
H 2.812 -0.424 -2.118 0.15
H -1.230 0.425 -1.701 0.12
H -2.906 -2.592 1.808 0.12
H 3.776 -1.774 2.147 0.11
```

HOMO energy (eV): -8.433
SMILES: CCOc1ccc(C(=O)N(CN2CCCC2=O)c2ccccc2)cc1


(Q)
The following is a quantum chemistry calculation of one molecule with the formula C20H22N2O3, from the OMol25 dataset.

Geometry as XYZ:
```
47
Properties=species:S:1:pos:R:3:lowdin_charge:R:1
O -1.536 2.650 3.163 -0.05
O 2.096 -1.165 1.498 -0.05
O 4.072 -3.820 1.692 0.08
N 2.673 -3.485 -0.027 0.07
N 1.499 -3.000 -0.495 0.10
C -2.078 3.956 1.154 -0.22
C -1.570 3.930 2.576 -0.16
C 0.243 1.944 1.632 -0.01
C -0.582 0.527 3.379 0.00
C 0.304 -0.467 3.010 -0.01
C -3.378 2.986 -0.620 -0.08
C 1.173 -0.264 1.943 -0.27
C 3.061 -3.314 1.262 -0.44
C -2.212 5.046 -0.985 -0.09
C 1.232 -3.195 -4.118 -0.19
C -3.033 4.035 -1.455 -0.09
C 1.127 0.949 1.263 0.01
C 1.214 -3.044 -1.725 -0.28
C -0.216 -3.129 -3.631 -0.19
C -0.624 1.741 2.701 -0.28
C 2.114 -2.447 2.084 -0.12
C 2.022 -3.601 -2.873 -0.13
C -0.094 -2.518 -2.235 -0.13
C -1.734 5.006 0.312 -0.05
C -2.907 2.949 0.680 -0.03
H -0.581 4.407 2.633 0.13
H -4.019 2.195 -0.981 0.10
H 0.312 -1.389 3.569 0.11
H 2.484 -2.409 3.117 0.14
H -2.257 4.500 3.214 0.14
H -1.088 5.793 0.676 0.11
H -3.177 2.134 1.335 0.12
H -1.257 0.378 4.207 0.12
H -0.851 -2.540 -4.291 0.11
H 1.802 1.099 0.436 0.12
H 2.072 -4.691 -2.784 0.12
H 1.115 -2.902 2.055 0.13
H -0.037 -1.429 -2.293 0.12
H 1.364 -3.894 -4.943 0.11
H 0.232 2.866 1.072 0.11
H -1.939 5.867 -1.633 0.10
H 1.552 -2.207 -4.452 0.11
H -0.918 -2.770 -1.570 0.12
H -0.631 -4.136 -3.562 0.11
H 3.044 -3.216 -2.882 0.12
H 3.315 -3.989 -0.639 0.16
H -3.402 4.065 -2.470 0.10
```

HOMO energy (eV): -7.896
SMILES: O=C(COc1ccc(OCc2ccccc2)cc1)NN=C1CCCC1


(R)
The following is a quantum chemistry calculation of one molecule with the formula C20H22N2O3, from the OMol25 dataset.

Geometry as XYZ:
```
47
Properties=species:S:1:pos:R:3:lowdin_charge:R:1
O -1.241 2.021 1.101 0.06
O 2.403 -5.499 1.940 -0.04
O -2.990 7.525 -3.855 0.06
N -2.841 8.256 -1.736 0.16
N -0.805 2.193 -1.138 0.12
C 1.748 -3.749 0.372 -0.01
C -0.782 1.551 0.079 -0.46
C 0.698 -2.382 2.540 -0.02
C -0.004 -0.505 1.127 -0.02
C 1.832 -4.309 1.646 -0.26
C 3.060 -9.685 2.745 -0.12
C -1.152 3.899 -2.774 -0.01
C 1.150 -2.518 0.194 -0.02
C -1.952 4.269 -0.535 0.00
C -2.411 5.514 -0.915 -0.02
C 1.293 -3.606 2.729 0.01
C -1.305 3.450 -1.459 -0.22
C 0.616 -1.802 1.267 -0.23
C 2.470 -8.442 2.093 -0.27
C -1.622 5.138 -3.146 -0.01
C 3.557 -7.536 1.522 -0.19
C -2.244 5.972 -2.219 -0.15
C -0.133 0.232 0.014 -0.01
C 2.978 -6.269 0.902 -0.21
C -2.722 7.299 -2.692 -0.51
H 2.271 -10.319 3.143 0.07
H 1.789 -8.739 1.291 0.11
H 1.360 -4.050 3.709 0.12
H -0.404 -0.072 2.037 0.12
H 1.894 -7.879 2.829 0.11
H -2.507 8.123 -0.800 0.09
H -2.088 3.919 0.475 0.10
H 4.245 -7.248 2.318 0.12
H 2.148 -4.267 -0.486 0.10
H 0.289 -1.852 3.387 0.12
H 3.723 -9.410 3.562 0.07
H 0.233 -0.102 -0.945 0.10
H -2.933 6.115 -0.184 0.11
H 4.123 -8.070 0.756 0.12
H -0.664 3.265 -3.501 0.11
H 3.774 -5.695 0.406 0.13
H 1.100 -2.109 -0.804 0.11
H 3.631 -10.263 2.021 0.07
H -3.123 9.179 -2.023 0.11
H -1.515 5.488 -4.161 0.12
H -0.384 1.703 -1.916 0.14
H 2.213 -6.528 0.157 0.13
```

HOMO energy (eV): -8.218
SMILES: CCCCOc1ccc(/C=C/C(=O)Nc2ccc(C(N)=O)cc2)cc1


Referenced to the most stable arrangement, the calculated values in kJ/mol are (P) 12.5; (Q) 190.9; (R) 0.0.


(P)
The following is a quantum chemistry calculation of one molecule with the formula C10H7NO3, from the OMol25 dataset.

Geometry as XYZ:
```
21
Properties=species:S:1:pos:R:3:lowdin_charge:R:1
O 0.156 1.735 -0.776 0.09
O -1.397 2.658 0.754 0.10
O -1.246 -0.509 -0.831 0.05
N 0.941 0.420 0.873 0.15
C -3.188 -1.093 0.265 -0.08
C -3.085 0.318 0.338 0.00
C -1.850 0.542 -0.285 -0.24
C 3.076 -0.605 0.732 -0.06
C 1.862 -0.409 1.402 -0.08
C 2.183 0.640 -1.149 0.00
C -2.132 -1.529 -0.533 -0.08
C -0.998 1.775 -0.053 -0.34
C 1.094 0.848 -0.306 -0.38
C 3.166 -0.130 -0.596 -0.07
H -4.149 -1.686 0.371 0.13
H 1.529 -0.934 2.364 0.14
H -1.890 -2.552 -0.972 0.15
H 4.058 -0.191 -1.297 0.13
H 1.959 0.794 -2.239 0.15
H 3.825 -1.176 1.177 0.07
H -3.914 1.084 0.763 0.18
```

HOMO energy (eV): -8.876
SMILES: O=C(Oc1ccccn1)c1ccco1


(Q)
The following is a quantum chemistry calculation of one molecule with the formula C10H7NO3, from the OMol25 dataset.

Geometry as XYZ:
```
21
Properties=species:S:1:pos:R:3:lowdin_charge:R:1
O -1.113 -0.885 -0.856 0.01
O 0.213 1.532 -0.655 0.12
O -1.553 2.423 0.563 0.15
N 1.039 0.121 0.978 0.15
C -0.968 1.506 0.011 -0.40
C -2.983 -1.555 0.153 -0.06
C -1.668 0.244 -0.184 -0.17
C 1.204 0.753 -0.162 -0.33
C -2.785 -0.169 0.465 0.00
C 2.362 0.560 -0.910 -0.02
C 3.276 -0.396 -0.611 -0.09
C 1.931 -0.774 1.377 -0.13
C -1.962 -1.930 -0.680 -0.10
C 3.024 -1.181 0.559 -0.06
H -3.193 0.544 1.260 0.16
H -1.583 -2.926 -1.079 0.15
H 1.890 -1.290 2.337 0.11
H 4.063 -0.771 -1.281 0.11
H 2.638 0.984 -1.936 0.15
H -3.796 -2.333 0.357 0.13
H 3.750 -1.982 0.981 0.12
```

HOMO energy (eV): -9.105
SMILES: O=C(Oc1ccccn1)c1ccco1


Referenced to the most stable arrangement, the calculated values in kJ/mol are (P) 51.1; (Q) 0.0.